[1]
2 unconnected molecules or ions with the total composition C5H11N2OPS at a distorted geometry. Source: the OMol25 dataset; level of theory: wB97M-V/def2-TZVPD.

Element x y z (Å)
C: -3.78 -0.24 -0.79
C: 2.04 -1.05 1.12
C: 1.73 0.10 -1.09
C: -3.39 1.01 -0.18
C: -1.93 1.17 0.20
N: -4.36 -1.12 -1.22
N: 1.66 -1.15 -0.34
O: -1.00 -3.05 0.43
P: -0.97 -1.54 -0.30
S: -1.48 -0.24 1.23
H: 3.10 -0.68 1.38
H: 1.45 -0.33 1.67
H: 2.02 -1.96 1.53
H: 1.22 -0.06 -2.04
H: 1.24 1.03 -0.57
H: 2.70 0.38 -1.13
H: -3.73 1.89 -0.77
H: -3.97 0.90 0.71
H: -1.87 2.09 0.87
H: -1.20 1.26 -0.55
H: -0.60 -3.85 -0.04

Values from the calculation:
HOMO level (alpha / beta) ... -0.2597 / -0.3025 Eh
Frontier orbital gap (alpha / beta) ... 7.1 / 8.2 eV
2S+1 ... 1
Relative energy (zero: lowest compared OMol25 entry of this formula, charge and spin) ... 3.381 eV

***

[2]
C7H15NO in the gas phase at a distorted geometry. Source: the OMol25 dataset; level of theory: wB97M-V/def2-TZVPD.

Element x y z (Å)
C: 0.03 1.20 -1.67
C: 0.21 1.18 -0.16
C: -1.05 1.76 0.32
C: 0.63 -0.19 0.39
C: 2.11 -0.31 0.56
O: 2.36 -1.70 1.00
N: 0.00 -1.16 1.38
C: -0.04 -1.55 -0.03
C: -1.56 -1.41 -0.45
H: -0.23 2.14 -2.10
H: -0.74 0.21 -1.90
H: 0.98 0.98 -2.28
H: 1.04 1.83 0.20
H: -1.20 1.81 1.51
H: -1.95 1.37 -0.10
H: -1.20 2.90 0.16
H: 2.61 -0.25 -0.38
H: 2.51 0.37 1.51
H: 1.79 -1.68 1.87
H: -1.05 -0.97 1.62
H: 0.58 -2.46 -0.17
H: -1.72 -1.43 -1.52
H: -2.16 -2.16 0.10
H: -1.94 -0.46 0.14

Values from the calculation:
HOMO level ... -0.3407 Eh
Frontier orbital gap ... 10.2 eV
2S+1 ... 1
Relative energy (zero: lowest compared OMol25 entry of this formula, charge and spin) ... 4.827 eV

***

[3]
4 unconnected molecules or ions with the total composition C23H54BrN4O8 at a distorted geometry. Source: the OMol25 dataset; level of theory: wB97M-V/def2-TZVPD.

Element x y z (Å)
C: -4.33 -3.77 -2.22
C: -2.70 -3.79 -2.06
C: -2.17 -3.14 -0.61
Br: -2.72 -1.21 -0.57
C: -2.65 -4.03 0.67
N: -3.43 -3.28 1.73
C: -1.39 -4.78 1.47
O: -0.12 -4.33 1.46
O: -1.78 -6.00 2.25
H: -4.87 -2.83 -1.78
H: -4.79 -4.74 -1.70
H: -4.56 -3.76 -3.39
H: -2.37 -4.92 -2.04
H: -2.15 -3.27 -2.99
H: -0.98 -3.15 -0.71
H: -3.36 -4.91 0.30
H: -4.41 -3.07 1.44
H: -2.92 -2.44 2.09
C: 5.77 -0.42 -2.82
O: 4.81 -1.47 -2.79
C: 4.73 -2.13 -1.52
C: 3.39 -1.82 -0.84
N: 3.32 -0.42 -0.40
C: 1.98 0.01 0.02
C: 0.88 0.01 -1.06
O: 1.07 0.98 -2.09
C: 1.92 0.57 -3.14
H: 5.88 -0.09 -3.85
H: 5.43 0.43 -2.22
H: 6.74 -0.76 -2.45
H: 5.58 -1.88 -0.87
H: 4.77 -3.20 -1.73
H: 3.26 -2.48 0.02
H: 2.59 -2.04 -1.56
H: 3.63 0.18 -1.15
H: 2.09 1.03 0.39
H: 1.66 -0.61 0.87
H: -0.06 0.28 -0.56
H: 0.70 -0.99 -1.49
H: 1.86 -0.51 -3.33
H: 2.95 0.86 -2.93
H: 1.62 1.10 -4.05
C: -4.24 -4.79 7.07
O: -2.85 -4.67 6.79
C: -2.58 -4.33 5.42
C: -2.04 -2.90 5.31
N: -3.08 -1.91 5.60
C: -2.57 -0.55 5.77
C: -1.61 -0.29 6.95
O: -2.23 -0.41 8.24
C: -2.30 -1.74 8.74
H: -4.35 -5.21 8.08
H: -4.74 -3.82 7.04
H: -4.72 -5.48 6.36
H: -3.46 -4.48 4.78
H: -1.81 -5.02 5.08
H: -1.66 -2.73 4.30
H: -1.21 -2.80 6.01
H: -3.57 -2.18 6.45
H: -3.45 0.10 5.91
H: -2.09 -0.23 4.84
H: -1.29 0.75 6.88
H: -0.70 -0.90 6.90
H: -1.45 -2.36 8.41
H: -3.24 -2.21 8.44
H: -2.29 -1.70 9.83
C: 3.47 7.84 -5.51
O: 3.10 7.39 -4.22
C: 1.81 7.86 -3.81
C: 0.80 6.71 -3.76
N: 0.46 6.23 -5.10
C: -0.28 4.96 -5.11
C: 0.43 3.72 -4.54
O: 1.54 3.27 -5.32
C: 2.76 3.95 -5.04
H: 4.52 7.57 -5.67
H: 2.88 7.35 -6.29
H: 3.38 8.92 -5.60
H: 1.45 8.68 -4.45
H: 1.93 8.26 -2.80
H: -0.12 7.05 -3.26
H: 1.24 5.91 -3.15
H: 1.32 6.09 -5.63
H: -0.53 4.75 -6.16
H: -1.23 5.10 -4.58
H: -0.29 2.89 -4.56
H: 0.71 3.83 -3.49
H: 2.85 4.25 -3.99
H: 2.87 4.81 -5.70
H: 3.59 3.26 -5.26

Values from the calculation:
HOMO level ... -0.1632 Eh
Frontier orbital gap ... 6.5 eV
2S+1 ... 1
Net charge ... -1

***

[4]
C23H26N4O3 in the gas phase at a distorted geometry. Source: the OMol25 dataset; level of theory: wB97M-V/def2-TZVPD.

Element x y z (Å)
O: -2.18 2.06 1.45
C: -1.82 1.83 0.30
C: -0.39 1.57 0.02
N: 0.23 1.79 -1.18
C: 1.50 1.49 -0.99
C: 2.58 1.53 -1.89
C: 3.81 1.14 -1.46
C: 4.00 0.71 -0.13
C: 2.95 0.69 0.74
N: 1.72 1.07 0.32
C: 0.53 1.14 0.97
C: 0.34 0.67 2.37
N: 0.34 -0.79 2.46
C: -0.89 -1.40 1.97
C: -0.67 -2.76 1.26
O: -0.50 -3.83 2.16
C: 0.76 -3.84 2.78
C: 1.88 -4.07 1.76
C: 1.71 -3.17 0.56
C: 2.78 -2.94 -0.30
C: 2.61 -2.17 -1.44
C: 1.36 -1.63 -1.73
C: 0.31 -1.84 -0.87
C: 0.47 -2.61 0.28
N: -2.71 1.75 -0.71
C: -2.45 1.58 -2.12
C: -2.90 2.85 -2.86
O: -4.26 3.14 -2.61
C: -4.49 3.32 -1.23
C: -4.10 2.07 -0.44
H: 2.39 1.87 -2.90
H: 4.66 1.16 -2.13
H: 4.98 0.41 0.21
H: 3.05 0.37 1.77
H: -0.61 1.05 2.76
H: 1.15 1.04 3.01
H: 1.12 -1.14 1.92
H: -1.56 -1.55 2.82
H: -1.40 -0.74 1.25
H: -1.59 -3.00 0.72
H: 0.92 -2.91 3.34
H: 0.72 -4.67 3.50
H: 1.85 -5.10 1.42
H: 2.85 -3.90 2.23
H: 3.74 -3.37 -0.08
H: 3.44 -2.00 -2.10
H: 1.22 -1.04 -2.62
H: -0.66 -1.41 -1.08
H: -1.39 1.41 -2.28
H: -3.04 0.73 -2.48
H: -2.81 2.71 -3.94
H: -2.26 3.69 -2.54
H: -5.56 3.53 -1.13
H: -3.92 4.18 -0.86
H: -4.22 2.23 0.63
H: -4.73 1.22 -0.76

Values from the calculation:
HOMO level ... -0.3023 Eh
Frontier orbital gap ... 8.5 eV
2S+1 ... 1
Relative energy (zero: lowest compared OMol25 entry of this formula, charge and spin) ... 2.367 eV

***

Computed calculated total energy (Ha) in order:
-1121.286033; -405.559918; -4303.484062; -1336.796929